Entry 1:
9
Properties=species:S:1:pos:R:3:forces:R:3:lowdin_charge:R:1 method="wB97M-V/def2-TZVPD" max_force_ev_per_a=2.3 charge=-2 spin_multiplicity=1 homo_energy_ev=-0.45 gap_ev=7.48
P -0.85870 0.55819 -0.38010 -1.16 1.14 0.12 0.377
Si 0.69232 -1.19199 -0.03748 -1.55 -0.37 -0.90 0.113
O -2.25662 0.21250 0.06852 0.75 0.11 0.53 -0.520
O -0.77523 1.12935 -1.76635 0.67 0.08 0.45 -0.519
O -0.08585 2.34253 1.04415 -0.03 -2.02 -0.98 -0.530
O 1.84476 -1.09968 0.95202 2.02 0.63 1.01 -0.599
H 0.67545 1.77650 1.29362 -0.47 0.50 -0.06 -0.126
H -0.05979 -2.43910 0.37908 -0.59 0.14 -0.40 -0.095
H 0.82366 -1.28831 -1.55347 0.36 -0.20 0.23 -0.101


Entry 2:
10
Properties=species:S:1:pos:R:3:forces:R:3:lowdin_charge:R:1 method="wB97M-V/def2-TZVPD" max_force_ev_per_a=3.1 charge=-1 spin_multiplicity=1 smiles="O=[P@H]([O-])P(=O)(O)O" homo_energy_ev=-5.28 gap_ev=9.05
P 0.24807 -0.99893 0.78081 0.29 -2.58 1.27 0.192
P 0.00709 0.36268 -0.80148 -0.34 0.40 -2.24 0.356
O 0.49003 1.80581 -0.22021 0.68 -0.16 0.68 -0.227
O 1.05024 -0.27082 1.78468 1.19 1.01 0.64 -0.468
O -1.07458 -1.55407 1.19722 -0.19 -0.10 -0.62 -0.463
O -1.60667 0.52671 -1.10178 -0.49 0.42 2.75 -0.242
O 0.68102 -0.08712 -2.05465 -0.41 0.73 0.76 -0.378
H -2.16341 0.50386 -0.21730 1.85 -0.12 -2.44 0.120
H 1.22163 1.74875 0.47310 -1.53 -0.50 -1.15 0.090
H 1.14659 -2.03690 0.15960 -1.05 0.91 0.35 0.019


Entry 3:
11
Properties=species:S:1:pos:R:3:forces:R:3:lowdin_charge:R:1 method="wB97M-V/def2-TZVPD" max_force_ev_per_a=4.5 charge=-1 spin_multiplicity=1 homo_energy_ev=-6.13 gap_ev=9.85
P -1.34696 0.14878 -0.26254 -0.62 -0.47 -0.17 0.172
P 0.87163 -0.18240 -0.59293 3.33 2.52 1.54 0.703
O 1.10012 -0.73359 0.92057 -0.19 -0.45 -0.91 -0.243
O -1.32650 0.71622 1.11795 0.51 -0.57 -0.34 -0.349
O -2.14549 0.64800 -1.36488 -0.39 0.94 -0.95 -0.325
O -1.50288 -1.48035 -0.34825 0.64 0.22 1.15 -0.206
O 1.67870 -0.98073 -1.53455 -0.74 0.73 0.01 -0.355
O 1.88661 1.71353 -0.01581 0.11 -3.81 -2.38 -0.336
H 1.18674 2.14124 0.41445 -1.81 1.06 1.04 -0.101
H -0.83729 -1.79240 0.29601 -0.53 -0.55 -0.14 0.039
H 0.43534 -0.19830 1.36998 -0.31 0.38 1.15 0.001


Entry 4:
5
Properties=species:S:1:pos:R:3:forces:R:3:lowdin_charge:R:1 method="wB97M-V/def2-TZVPD" max_force_ev_per_a=3.1 spin_multiplicity=1 homo_energy_ev="-9.60 / -9.13" gap_ev="9.28 / 7.14"
P 0.65941 -0.06184 0.12332 1.48 0.44 -0.06 0.643
O -0.82519 -0.22764 -0.17723 -2.89 -0.41 0.90 -0.643
H 0.86170 1.31442 -0.13499 0.23 0.21 0.19 -0.101
H -1.85163 -0.51299 1.29979 0.71 0.09 -0.96 0.190
H 1.15571 -0.51195 -1.11089 0.47 -0.32 -0.08 -0.089


Entry 5:
7
Properties=species:S:1:pos:R:3:forces:R:3:lowdin_charge:R:1 method="wB97M-V/def2-TZVPD" max_force_ev_per_a=2.9 spin_multiplicity=1 smiles=OPSS homo_energy_ev="-8.13 / -8.13" gap_ev="6.98 / 6.98"
S -0.04758 0.72912 -0.93129 1.00 -0.09 1.05 -0.102
S -0.93885 1.12129 -2.76224 -1.66 0.21 1.79 0.142
P -0.16516 -0.61578 1.30221 -0.64 2.69 -0.88 0.711
O 1.44114 -0.67325 1.19731 0.06 0.05 0.21 -0.448
H -1.96328 1.88283 -2.15927 1.00 -0.61 -1.12 -0.175
H -0.44794 -1.73581 0.65821 -0.26 -2.23 -1.05 -0.163
H 1.75354 0.10984 1.66548 0.48 -0.02 -0.01 0.036


Entry 6:
5
Properties=species:S:1:pos:R:3:forces:R:3:lowdin_charge:R:1 method="wB97M-V/def2-TZVPD" max_force_ev_per_a=1.4 charge=-1 spin_multiplicity=1 homo_energy_ev=-2.54 gap_ev=7.02
S 1.21572 1.96203 0.38305 0.43 0.28 -0.27 -0.373
O -0.89908 -1.10889 -0.43321 -1.03 -0.90 0.07 -0.080
H -0.32733 -1.27675 0.30649 0.38 0.04 0.55 0.009
H -0.36056 -0.59369 -1.01093 0.66 0.94 -0.59 -0.006
H 0.37125 1.01730 0.75459 -0.44 -0.37 0.23 -0.550


Entry 7:
7
Properties=species:S:1:pos:R:3:forces:R:3:lowdin_charge:R:1 method="wB97M-V/def2-TZVPD" max_force_ev_per_a=1.0 spin_multiplicity=1 homo_energy_ev=-8.79 gap_ev=7.14
S -2.31205 -1.45226 1.27334 0.22 -0.27 -0.13 -0.034
P 1.72784 1.49764 0.79849 -0.46 -0.28 -0.38 0.317
P 1.06935 0.36322 -0.74879 0.62 0.49 0.62 0.273
P -1.46379 -1.77985 -0.43263 -0.27 0.21 0.55 0.159
H 2.41568 0.28373 -1.17741 -0.02 -0.29 -0.39 -0.240
H 0.43671 1.66883 1.35229 -0.10 0.06 0.17 -0.243
H -1.87374 -0.58133 -1.06529 0.01 0.08 -0.44 -0.232


Entry 8:
6
Properties=species:S:1:pos:R:3:forces:R:3:lowdin_charge:R:1 method="wB97M-V/def2-TZVPD" max_force_ev_per_a=0.3 charge=-1 spin_multiplicity=1 homo_energy_ev=-3.39 gap_ev=6.83
S -2.22839 0.23825 0.55011 0.00 -0.04 -0.13 -0.078
S 0.93645 0.89743 -0.39304 0.20 -0.13 -0.13 -0.009
S 1.42202 -1.12722 -0.20156 -0.07 0.13 -0.03 0.081
H -0.47075 0.66277 -0.02263 -0.17 0.11 0.24 -0.386
H 0.23822 -1.57653 -0.65359 0.03 -0.06 0.00 -0.235
H -1.73887 -0.28492 1.68265 0.02 -0.01 0.04 -0.372


Entry 9:
60
Properties=species:S:1:pos:R:3:forces:R:3:lowdin_charge:R:1 method="wB97M-V/def2-TZVPD" max_force_ev_per_a=3.9 spin_multiplicity=1 homo_energy_ev=-10.81 gap_ev=10.87
O 0.17798 1.41783 -2.85922 0.10 0.48 -1.30 -0.058
O 2.99425 -1.40257 -0.46301 -1.52 0.92 -1.14 -0.090
O -0.03675 3.91356 1.53277 -0.42 0.06 -1.10 -0.089
O -5.11213 2.91234 0.25074 1.03 -1.03 -0.24 -0.073
O -1.56128 -0.21762 4.11760 -0.05 2.16 -0.85 -0.080
O -3.00581 1.98615 -1.98418 -1.10 0.80 -0.13 -0.036
O 0.81106 -1.08767 -2.08258 0.38 -1.02 0.10 -0.045
O -1.56565 -1.68400 0.00364 -0.11 0.08 0.00 -0.053
O -0.93665 4.44938 -1.31353 -1.05 0.54 0.06 -0.076
O 1.64514 -4.25880 -2.17806 -1.22 1.62 -0.34 -0.103
O 2.10810 2.20675 1.77701 -1.25 -1.02 -1.52 -0.048
O -1.02296 -5.28298 -1.31110 0.00 -0.04 -0.67 -0.057
O -0.96821 -5.22702 1.56898 1.41 -0.39 0.18 -0.089
O 1.49037 3.80532 -2.22185 0.80 -0.29 -0.48 -0.068
O -0.90284 -2.65580 2.63558 -1.51 -0.89 0.03 -0.039
O -2.35575 2.58981 2.53881 0.29 -1.78 1.11 -0.022
O 4.61790 -3.84032 -1.47762 0.85 0.51 0.14 -0.048
O 1.18151 -0.62045 2.15661 0.08 -0.90 -1.96 -0.096
O 3.22749 1.52634 -0.62364 -0.06 0.32 -0.12 -0.039
O -0.81069 1.22214 0.39833 -1.44 2.19 -2.87 -0.008
H -2.14677 1.61563 -2.11768 1.08 -0.68 -0.16 -0.004
H 1.64196 0.24571 2.14926 -0.08 -0.52 -0.36 0.020
H -5.87735 2.33751 0.32850 -0.30 0.10 0.13 0.034
H -4.42316 2.26781 -0.04801 -0.55 0.89 0.00 0.029
H 2.44893 2.09667 0.84801 0.27 0.17 1.02 0.036
H -1.56293 -2.48804 -0.51581 -0.09 -0.44 -0.16 0.026
H 3.15755 0.56660 -0.61516 -0.08 -0.88 0.30 0.012
H -0.04305 -2.28061 2.65410 1.34 0.83 0.00 0.010
H -1.45503 -5.98554 -1.81444 0.13 0.21 0.13 0.057
H 2.36462 -1.37432 -1.26973 1.01 -0.30 1.55 0.046
H -1.35742 5.27625 -0.97388 0.16 -1.12 -0.60 0.095
H -1.44801 1.70477 0.93194 0.05 -0.11 0.50 0.010
H -1.91805 0.68954 3.85216 0.01 -1.63 0.50 0.059
H 3.68865 -4.02578 -1.40414 -1.12 -0.41 -0.17 -0.013
H -1.70072 3.26944 2.46544 0.82 1.02 -0.44 0.007
H 3.73849 -1.96728 -0.66908 0.30 -0.40 -0.35 0.011
H 1.33085 -1.09142 1.25126 0.06 1.53 2.19 0.087
H 2.78109 2.49977 2.35742 1.22 0.52 0.54 0.052
H -0.02711 -5.52098 1.71685 -1.55 0.52 -0.19 0.080
H -1.23606 -5.43730 -0.38672 0.02 0.03 0.69 -0.001
H 0.33651 1.70015 -1.96663 0.05 0.06 1.16 0.008
H -0.00680 -1.12730 -1.57668 -0.15 0.13 0.28 0.035
H -1.03391 -4.35719 2.01818 0.11 -0.24 -0.12 0.002
H 1.33507 -3.36045 -2.54032 0.60 -1.91 0.88 0.059
H 0.58017 3.15952 1.52019 0.06 0.19 0.37 -0.008
H -1.43764 -2.10600 3.22238 0.00 0.21 0.17 0.045
H 0.70242 -0.38615 -2.72548 -0.22 0.67 -0.19 0.021
H 0.82509 -4.65190 -1.78572 0.65 0.37 -0.41 0.011
H -1.62221 3.89506 -1.76347 0.39 0.68 0.69 0.061
H 5.01921 -4.20483 -0.68446 0.02 -0.08 0.00 0.044
H -3.10660 2.78310 2.01331 -1.18 0.68 -0.71 0.014
H 0.75221 4.42786 -2.23644 0.08 -0.12 0.69 0.018
H 3.75827 1.69252 -1.40346 0.10 0.37 -0.15 0.068
H -3.43329 1.99499 -2.85533 0.22 -0.05 0.39 0.065
H -0.34003 3.93129 0.59295 0.15 0.08 0.81 0.017
H -1.82578 -1.98309 0.89169 0.43 0.15 -0.20 0.027
H 1.86287 3.72526 -1.33135 -0.48 0.30 -0.28 0.039
H -0.65502 -0.06947 3.80005 0.07 -0.50 0.16 0.023
H -0.32586 0.67144 0.93404 1.55 -2.14 2.21 -0.043
H 0.68376 2.11436 -3.32902 -0.37 -0.49 0.21 0.061


Entry 10:
61
Properties=species:S:1:pos:R:3:forces:R:3:lowdin_charge:R:1 method="wB97M-V/def2-TZVPD" max_force_ev_per_a=3.5 charge=+1 spin_multiplicity=1 homo_energy_ev=-12.81 gap_ev=9.77
O -0.56063 -0.17196 -5.97401 0.24 0.56 0.92 -0.061
O 2.17923 2.32153 -2.06596 0.40 0.00 -0.27 -0.066
O 4.04026 0.29182 2.87638 0.07 -0.24 -1.09 -0.080
O 5.49935 1.63225 0.37452 -0.03 -0.97 -1.21 -0.052
O -0.53693 1.34976 2.08141 -1.20 -0.22 0.81 -0.054
O -2.69114 0.13975 0.67935 0.07 0.76 2.25 -0.088
O -4.67053 -2.47707 1.23825 1.17 1.27 -1.98 -0.047
O 5.07768 -0.82623 -0.78970 2.91 1.19 -1.56 -0.093
O -3.13856 0.66836 4.12894 -2.00 0.11 0.84 -0.100
O -0.85614 -3.91876 0.76092 0.27 0.07 0.37 -0.057
O 3.37853 -2.51755 -0.10027 -0.76 -0.02 0.79 -0.078
O -1.36507 -1.71947 3.57729 0.83 -0.36 1.21 -0.059
O -0.46868 4.11691 1.94657 -0.97 -1.56 0.19 -0.082
O -0.37753 -0.69250 -0.73834 0.21 0.27 2.18 0.149
O -4.93280 0.82203 -2.04404 -0.36 1.46 0.52 -0.052
O -1.43768 -2.66857 -2.06946 -2.87 -0.45 0.43 -0.051
O -1.73940 1.96154 -0.86284 0.10 2.61 -2.03 -0.060
O 2.51180 -0.42059 -1.97206 0.84 1.39 1.44 -0.064
O 1.63627 2.48185 1.07597 2.68 1.12 1.41 -0.081
O -1.57493 -0.17751 -2.86352 -0.95 1.57 1.75 -0.011
H 1.60397 3.45749 1.10218 -1.03 -0.21 -0.55 0.054
H -4.12994 0.32094 -1.92055 0.18 0.17 0.39 -0.020
H 1.44560 2.51450 -1.49338 -0.38 0.26 0.48 -0.011
H -3.37168 -0.26834 3.97939 0.39 0.44 0.04 0.025
H -0.26338 -4.29353 1.44551 -0.43 0.29 -0.74 0.067
H -3.94407 1.00673 4.63851 1.73 -0.52 -1.02 0.086
H -1.58656 -3.44594 -1.50194 0.51 0.06 -0.19 0.046
H 3.77585 0.69778 3.70763 0.67 0.49 -0.35 0.033
H -0.42756 1.42115 3.04554 -0.10 -0.33 -0.32 0.096
H -0.59297 -0.18541 -5.00027 -0.16 -0.40 -0.51 0.002
H -5.57767 -2.29643 1.43861 -0.30 -0.83 1.04 0.031
H -1.40279 4.30090 1.76645 0.31 0.55 0.08 0.039
H -0.11148 0.67449 -6.11153 -0.06 -0.20 -0.41 0.041
H 4.66065 2.05899 0.48646 -0.72 0.86 0.16 0.011
H -0.44024 -4.10294 -0.08858 0.38 -0.24 0.33 0.028
H -2.42687 -2.48729 -2.18888 1.85 -0.28 -0.30 0.104
H -4.08100 -3.06150 1.69804 -0.84 -0.45 0.91 0.023
H -1.31320 -2.49295 4.15747 -0.92 -0.90 -0.68 0.055
H 0.09416 0.70727 1.78106 1.09 -0.03 0.13 0.047
H -1.94425 2.94240 -0.85053 0.60 -1.76 0.09 0.106
H -0.53835 3.13013 2.10599 0.67 1.51 -0.53 0.003
H -1.85450 1.62193 0.00688 -0.59 -0.35 1.21 -0.044
H 2.47932 2.46551 1.62702 -1.31 -0.99 -0.94 0.071
H -3.34900 0.69088 1.17144 -0.09 -0.75 -0.92 0.092
H -0.39931 0.07688 -0.12945 0.30 0.42 -1.22 0.101
H 4.65870 0.80472 2.29398 -0.64 -0.28 1.26 0.029
H -2.04836 0.15999 1.43581 -0.29 -0.45 -0.59 0.028
H 5.28515 1.09806 -0.43867 0.47 0.78 1.57 0.034
H 5.76692 -1.44224 -0.52047 -0.64 -1.06 0.88 0.076
H -4.82623 1.68352 -1.55309 0.05 -1.53 -0.79 0.070
H 2.38424 1.39403 -1.87314 -0.18 -0.07 -0.38 -0.027
H 5.78856 -0.31246 -1.27651 -1.47 -0.03 -0.03 0.104
H -1.66160 0.84916 -2.80247 -0.09 -2.25 0.08 0.149
H 3.39288 -0.48008 -1.50652 -1.32 -0.90 -0.94 0.031
H -0.74791 -1.35730 -0.10198 -0.07 -0.43 -1.46 0.139
H -2.36351 -0.55712 -2.36332 0.99 1.07 -1.39 0.090
H -0.86382 -0.48061 -1.70941 0.07 -0.13 -0.02 0.076
H 3.66232 -2.17619 0.77991 0.13 -0.84 -1.13 0.062
H -0.72961 -1.27950 4.15964 0.06 1.27 -0.55 0.046
H 2.38145 -1.11114 -2.60119 0.41 -0.77 -0.44 0.044
H 3.93908 -3.21750 -0.45749 0.13 0.25 0.73 0.048